1.
The following is a DFT calculation (ωB97M-V/def2-TZVPD) of a cluster of 2 separate species, C4H10O2S in total.

Calculated values
SMILES: O=CCCCS.O
Lowest unoccupied orbital energy, eV: 0.639
E_HOMO, hartree: -0.33794
Multiplicity: 1
HOMO-LUMO gap, hartree: 0.361

XYZ file:
```
17
C4H10O2S ωB97M-V/def2-TZVPD
H -0.7248 1.8684 0.7286
H 1.1107 0.0050 2.4964
C -1.2377 0.8309 0.9250
S -2.9291 0.4411 0.3139
H -0.5548 -1.2214 0.7648
O 0.1297 -0.7940 -4.0430
H -0.0588 0.0108 -0.5593
H -3.4868 1.2117 1.2700
C -0.1735 -0.1821 0.5029
H -0.5630 -0.1699 -3.6388
H 1.3208 1.2853 1.0393
H 3.2239 -0.6924 0.8156
O 1.8004 -1.9857 0.2450
H 0.1165 -0.6225 -5.0468
C 1.1533 0.0714 1.3452
H -1.3076 0.8514 2.0925
C 2.1808 -0.9079 0.7488
```

***

2.
The following is a DFT calculation (ωB97M-V/def2-TZVPD) of the molecule C4H10O2S.

Calculated values
SMILES: C[C@@](O)(S)CCO
Lowest unoccupied orbital energy, eV: 0.653
E_HOMO, hartree: -0.34419
Multiplicity: 1
HOMO-LUMO gap, hartree: 0.368

XYZ file:
```
17
C4H10O2S ωB97M-V/def2-TZVPD
C -1.0025 1.0789 -0.9570
C -0.9222 0.1844 0.2491
S -1.5130 -1.6206 -0.1375
H 0.9740 -1.3375 -0.6775
H -0.9966 2.1397 -0.5771
O -1.6591 0.6548 1.2833
H -1.2398 -1.5157 -1.4425
C 0.6525 0.1013 0.8258
O 2.7611 -0.9266 0.2516
H -0.2291 0.7404 -1.5963
H -1.8887 0.5934 -1.4591
C 1.5350 -0.4704 -0.2263
H 2.7565 -1.0630 1.2076
H 1.7168 0.2763 -1.0499
H 0.9398 1.1842 1.0808
H -2.5230 0.2562 1.3548
H 0.6383 -0.2756 1.8701
```

***

Most stable structure: 2

***

1.
The following is a DFT calculation (ωB97M-V/def2-TZVPD) of the molecule C18H24N4O5S.

Calculated values
SMILES: COCc1nnc(NC(=O)c2ccc(S(=O)(=O)N(C)C3CCCCC3)cc2)o1
Lowest unoccupied orbital energy, eV: -0.357
E_HOMO, hartree: -0.34537
Multiplicity: 1
HOMO-LUMO gap, hartree: 0.332

XYZ file:
```
52
C18H24N4O5S ωB97M-V/def2-TZVPD
H 1.1519 -0.8626 -2.0752
C -4.7145 2.3810 -1.1196
H -4.1639 4.2736 -0.2421
C -5.0964 -1.4414 1.2695
H -4.4100 1.2650 1.9872
C -4.4030 3.2609 0.0880
C 2.5212 -1.2775 0.3139
C -5.0210 0.9526 -0.6779
H 0.7031 -2.1337 1.9863
N 6.3306 0.9940 -0.6564
H 9.9817 -0.3178 -1.6171
H 2.6256 0.2789 -1.0760
C -1.0990 -2.0943 0.8142
H -2.6961 0.8398 1.8794
H 9.8820 0.8207 -0.2453
H -5.0485 -2.5273 1.3053
N -3.9744 -1.0080 0.4724
O -3.7334 -3.3874 -0.2975
C -0.8270 -1.3708 -1.4669
O 8.7197 -0.8913 -0.1674
C 9.3107 0.1578 -0.9055
H -6.0590 -1.1474 0.8427
O 3.0937 -1.9123 1.1624
H -5.9121 0.9546 -0.0473
C 0.2540 -1.9133 1.0297
H -5.2839 3.3185 0.7311
H 8.1964 0.3494 1.3998
H -5.0073 -1.0416 2.2802
C 1.0721 -1.4378 0.0040
N 3.1536 -0.3115 -0.4500
H -1.2806 -1.1873 -2.4285
C -3.8333 0.3890 0.1053
H 7.5542 -1.3268 1.4096
H -5.2042 0.3147 -1.5437
N 5.0259 1.0100 -1.0008
H -2.9547 0.4082 -0.5512
H -2.3361 2.6875 0.2620
C 7.7806 -0.4620 0.7818
C 6.5084 0.0055 0.1541
S -3.3910 -2.0523 -0.6852
C 0.5276 -1.1786 -1.2523
H -3.0368 3.3105 1.7582
C 4.4755 0.0186 -0.3675
H -5.5676 2.7878 -1.6654
H -3.8573 2.3734 -1.7961
C -3.2342 2.6870 0.8840
H -1.7534 -2.4581 1.5897
O -3.7066 -1.6241 -2.0196
O 5.3487 -0.6661 0.3820
C -3.5403 1.2593 1.3285
C -1.6274 -1.8133 -0.4316
H 8.5559 0.7460 -1.4351
```

***

2.
The following is a DFT calculation (ωB97M-V/def2-TZVPD) of the molecule C18H24N4O5S.

Calculated values
SMILES: COCCNC(=S)N1CCN(C(=O)C(=O)Nc2ccc(C(=O)OC)cc2)CC1
Lowest unoccupied orbital energy, eV: -0.005
E_HOMO, hartree: -0.30487
Multiplicity: 1
HOMO-LUMO gap, hartree: 0.305

XYZ file:
```
52
C18H24N4O5S ωB97M-V/def2-TZVPD
C -4.7987 0.5128 -0.3647
H -0.8327 -0.8600 0.3872
C -2.0961 2.2435 0.3524
H -6.9047 -2.8992 -1.0190
C 6.4204 -0.3216 0.0116
N -1.0707 1.2150 0.3744
H 9.9881 -1.8486 -0.2453
H -9.2663 -2.8583 -1.0303
H -7.3595 -0.4991 -0.6300
H 2.4141 2.1373 0.1965
H -1.9080 -0.1923 -1.7656
C -6.6519 -1.0189 0.0293
O -8.0846 -2.9130 0.6727
S -5.7088 1.7532 0.2451
C 6.1586 1.0480 0.0488
O 7.9444 -2.1004 -0.0873
C 4.8618 1.5071 0.1035
O 0.5694 2.7431 0.1906
C -1.6274 -0.1172 0.3791
C -2.5170 -0.3037 -0.8624
H 9.3011 -3.3169 -1.0058
N 2.5102 1.1190 0.1765
H 9.4360 -3.2117 0.7708
C -6.9039 -2.5313 0.0214
O 8.7763 -0.0101 -0.0628
C 7.8323 -0.7630 -0.0481
N -5.2903 -0.7527 -0.3788
H -2.2461 -0.2289 1.2774
H -6.1022 -3.0309 0.5733
C 5.3580 -1.2220 0.0316
H 5.5590 -2.2810 0.0040
H 3.2338 -1.4639 0.1015
H -6.7911 -0.6291 1.0418
C -9.2720 -2.5325 0.0170
C 0.2142 1.5681 0.2463
C 4.0561 -0.7681 0.0864
H -1.6100 3.2185 0.3249
N -3.5521 0.7094 -0.8838
C 3.7980 0.6020 0.1219
H 4.6580 2.5676 0.1321
C 9.2527 -2.6493 -0.1457
C 1.3167 0.4926 0.1866
O 1.1341 -0.7102 0.1414
H -2.7077 2.1621 1.2559
H -9.4326 -1.4507 0.0550
H -2.3837 2.1562 -1.7886
H -3.7912 2.7708 -0.8788
C -2.9811 2.0412 -0.8792
H -4.9078 -1.4047 -1.0479
H 6.9916 1.7341 0.0335
H -2.9372 -1.3075 -0.8453
H -10.0816 -3.0316 0.5455
```

***

Most stable structure: 2

***

1.
The following is a DFT calculation (ωB97M-V/def2-TZVPD) of a cluster of 29 separate species, H58O29 in total.

Calculated values
Lowest unoccupied orbital energy, eV: -1.248
E_HOMO, hartree: -0.34500
Multiplicity: 1
HOMO-LUMO gap, hartree: 0.299

XYZ file:
```
87
H58O29 ωB97M-V/def2-TZVPD
H 1.9737 -1.6218 2.5856
H -3.3519 0.4574 -0.7428
H 2.4954 -5.7409 0.8327
H -1.5162 0.3927 -4.8273
H -0.1634 -0.3670 0.9605
O -0.7363 4.6771 3.0288
H -4.0434 -0.4456 -2.5829
H 1.1760 -1.6520 -4.9510
O -0.5081 -2.5064 1.5819
O -0.3856 0.4550 0.5233
H 1.7164 -0.6065 -2.4044
H 2.8567 -2.8441 -1.3105
H -0.6348 3.8716 3.5359
H 0.1879 1.7801 -5.1032
O 4.3529 2.2036 -2.8312
H 0.8683 -1.4226 -1.4522
H -4.8804 0.7633 0.4357
O 0.8012 3.9560 0.9794
O 1.3964 -2.9974 3.5625
H -0.0269 -2.6830 2.3903
H 4.0719 1.3148 -3.0485
H 3.8761 -1.3467 -2.9353
O -1.5694 -0.3228 -4.1937
O -3.5635 -1.1842 4.8400
O 0.7228 1.9994 -4.3403
H 3.9914 -2.3322 -0.4490
H -2.4454 1.8154 -2.5787
O -1.7964 5.9679 -0.1387
H -0.6253 3.1619 0.4849
H -3.0873 -0.9778 4.0358
O 1.0673 -0.5213 -1.7060
H 0.5059 -2.8824 0.1664
H 4.3775 3.4290 1.6131
O 2.5213 -0.9079 2.2590
H 0.1174 0.4373 -0.2909
H -0.9566 1.9147 -2.8350
H 5.1664 2.0850 -2.3409
H -3.2833 -3.9041 0.1319
O -5.8221 0.8283 0.5943
H -0.8988 6.2054 -0.3716
H -3.8074 3.1053 2.3974
O 3.6956 -2.3857 -1.3578
H -1.4986 2.7692 -0.6877
O 4.8310 -1.7552 0.9941
H -0.7009 -0.7250 -4.2124
H 2.4893 0.7466 0.8309
H -2.0664 -4.1305 3.8112
H 2.2376 -0.6301 -4.6039
H -3.4464 -4.3045 3.2137
O 2.8053 -4.9194 1.2139
O -2.5802 -0.3197 2.5434
H 2.0439 -3.4037 4.1385
H -2.5781 0.6053 2.7896
H -1.7763 5.0153 -0.0467
O -1.7329 2.4486 -2.6658
H 1.0341 -4.0224 -0.6782
H -0.2912 4.4972 2.2008
O 4.4849 3.2318 0.6826
H -4.3212 -1.6905 4.5470
O -2.7294 -4.6503 0.3612
H -2.9781 -0.3354 1.6730
O -1.5076 3.2681 0.1291
H -6.1880 1.1090 -0.2445
H -2.8363 3.3274 1.2575
O 0.7188 -3.1205 -0.7360
H -2.1570 0.5700 0.1800
H -1.3961 -2.2976 1.8718
H -2.1678 -4.3250 1.0648
O -2.6558 -3.7689 3.1493
O -3.1089 0.4693 0.1829
O 3.8019 -0.7940 -3.7132
H 4.4937 -1.1063 -4.2964
H 4.9869 -2.5908 1.4342
H 3.9993 -1.4462 1.3535
H 2.0327 -4.5446 1.6369
H 2.7141 -0.3796 3.0336
O 2.5379 1.4563 0.1904
O 1.2918 -0.7759 -4.5833
H 0.8649 -2.4541 4.1443
H 2.2624 1.0551 -0.6338
O -4.0326 0.4857 -2.3622
O -3.7251 3.5348 1.5460
H 1.2312 1.2070 -4.1678
H 1.4396 3.3105 0.6761
H 3.8148 2.5737 0.4979
H -4.7612 0.8584 -2.8586
H 1.2841 4.7823 0.9946
```

***

2.
The following is a DFT calculation (ωB97M-V/def2-TZVPD) of a cluster of 29 separate species, H58O29 in total.

Calculated values
Lowest unoccupied orbital energy, eV: -0.130
E_HOMO, hartree: -0.40038
Multiplicity: 1
HOMO-LUMO gap, hartree: 0.396

XYZ file:
```
87
H58O29 ωB97M-V/def2-TZVPD
H 4.6835 -5.6166 17.7915
H 4.0336 -2.2113 21.4490
O -1.7887 -1.3374 14.1384
H 4.8809 3.0824 16.4284
H 1.3660 2.6087 19.8079
H 4.9866 -0.7618 18.6324
H 0.4075 -7.8401 15.9591
O 1.9816 -1.5306 17.5691
O -0.3915 -0.0815 19.2289
O -1.0699 -6.2457 17.8099
H 2.6594 1.8391 13.0155
H -0.2203 -6.6687 17.6118
O 3.0329 1.5512 13.8554
O 0.2965 -3.5570 12.5189
H 3.2599 -4.9579 17.6128
H 3.5493 -3.9854 19.8175
O 4.5418 -6.4891 15.4211
H 2.9875 2.6108 17.9513
H 2.4899 -3.4731 17.0135
O 6.5058 -3.5479 19.2029
H 5.6016 -3.8415 19.0443
O 7.3478 0.5964 15.7827
H 0.3209 -4.0075 18.6388
H 0.3920 -0.8938 16.1176
O 2.3159 -4.1536 16.3398
H -1.1308 -0.6373 14.3243
H -0.2287 -4.7483 14.3234
H 0.7904 2.3898 21.2405
O 5.7227 -0.7914 12.3991
H 2.7235 2.3527 15.4669
O 0.3536 -2.5811 22.0695
H 6.8242 1.3035 16.2003
O 1.3607 -7.7399 15.8092
H 3.5036 -0.2969 20.4892
O 4.0661 -1.3271 21.8588
O 3.9976 -5.1481 18.2849
H 1.3757 -4.2772 16.1696
H 2.4406 -1.1764 18.3820
O 0.4626 -0.2435 15.4058
O 3.1530 2.6562 18.9075
O 3.0701 -0.0942 19.5993
O 3.3396 -3.1440 20.2876
H 0.8526 -2.7649 12.4522
H 8.0941 0.5032 16.3895
O -0.0388 -5.0537 15.2076
O 5.4719 2.3465 16.7174
O 0.5760 2.7542 20.3681
H 3.6485 3.4672 19.0370
H 4.5587 -3.7731 14.9414
O -1.3910 -2.0865 17.2747
H 1.4379 -6.9775 15.2163
H 3.3492 -1.3360 22.5017
H -1.8486 -1.6646 16.5332
O 0.5120 -3.2613 19.2206
H 2.0429 -0.7405 13.3996
H -0.5474 0.8472 19.4850
O 5.2446 -3.2525 14.4856
H 0.3458 -2.4679 18.6727
H 3.0735 -1.3475 12.3781
O 2.4478 2.7727 16.2839
H -0.2987 -3.5653 11.7681
H 3.1584 0.8698 19.4502
H 2.4366 -1.0953 16.8601
H -1.3657 -1.4451 17.9818
H -1.2852 -2.0422 13.7133
H 4.2155 -0.7065 16.1051
H 2.4254 -2.9996 19.9864
H 0.4952 -0.2391 19.5813
H 5.9764 -3.1522 15.1364
H 5.9326 -1.0583 17.4138
H 5.9398 -1.7089 12.5780
H -1.4939 -6.8366 18.4480
H 0.0291 -2.7065 22.9767
H 4.4086 -7.4300 15.3150
O 2.2693 -1.5313 12.8785
O 5.7893 -0.4825 18.1842
O 3.7140 -0.7843 15.2805
H -0.8860 -5.0868 15.6594
H 3.9528 -1.6275 14.9225
H 1.5109 2.9389 16.2200
H 6.2991 -0.2968 12.9943
H 6.4123 -2.6863 19.6303
H -0.2566 -3.0352 21.4807
H 4.8546 -6.1892 14.5403
H 1.3164 0.2088 15.5287
H 3.7709 0.9275 13.7175
H 5.0015 1.8838 17.4299
```

***

Most stable structure: 2